Record 1
54
Properties=species:S:1:pos:R:3:forces:R:3 method="wB97M-V/def2-TZVPD" lumo_ev="-0.7 / -0.8" homo_lumo_gap_ev="3.882 / 5.520" multiplicity=5
Co 1.765528 0.417306 1.456644 -2.5653 3.2156 0.4613
Se 3.248628 -1.197894 2.393944 3.7393 -3.3448 2.5450
Se 4.321828 -2.107694 4.313544 0.1173 0.3254 0.0970
Se 3.245528 -0.503494 5.703244 -0.0092 -0.0918 0.1220
Se 2.152028 0.436406 3.809744 -1.2134 -3.2301 5.6684
Br 3.832128 2.460606 2.954844 0.7003 1.6286 -0.8291
C 1.963928 2.749206 3.109644 0.4179 3.0676 0.4505
C 1.513228 3.826706 3.859244 -0.0188 -0.3337 -0.5414
C 0.139828 4.028406 3.965744 0.1041 0.8728 0.6090
C -0.728172 3.152106 3.323744 0.4263 -1.2137 -0.5524
C -0.184072 2.104706 2.597944 -2.2695 0.8674 1.1055
N 1.142128 1.883606 2.476444 0.1876 1.3640 -1.2733
H 2.207228 4.498406 4.352144 0.0276 -0.2092 -0.1426
H -0.249172 4.861606 4.544344 0.1283 -0.1193 -0.0922
H -1.803072 3.281306 3.386844 0.1335 -0.1377 -0.0785
H -0.820772 1.393606 2.078744 0.1447 0.1687 0.0987
C -3.581172 -2.161894 -3.152556 -0.0105 -0.2823 0.0216
C -3.592572 -0.640694 -3.144356 0.1491 -0.0292 -0.2844
N -2.475872 -0.077094 -2.380956 1.1937 0.1755 -0.5108
C -2.798972 0.558406 -1.097656 0.1136 0.0011 -0.0757
C -3.189172 -0.449994 -0.028156 -0.1160 -0.1236 0.1000
C -1.228672 -0.038694 -3.012356 -1.3625 -0.2241 -0.5404
O -1.052672 -0.410194 -4.172556 -0.6226 -0.0692 0.5497
C -0.048872 0.483906 -2.302156 0.8457 0.4086 0.7789
C 0.733228 1.474106 -2.897356 0.0483 0.2691 -0.1248
C 1.869528 1.933106 -2.236156 -0.2596 -0.4565 -0.0254
C 2.183828 1.377206 -1.004956 0.1843 -0.2636 -0.6712
N 1.458328 0.402106 -0.412156 -2.5329 5.3741 -5.8865
C 0.369628 -0.041594 -1.089356 0.2056 0.1195 0.0628
H -4.435472 -2.542494 -3.721156 0.0969 0.0240 0.0560
H -3.640772 -2.564594 -2.136956 -0.0486 0.0763 -0.0691
H -2.667572 -2.552294 -3.611656 -0.1148 0.1775 -0.0064
H -4.538472 -0.277994 -2.727056 0.2663 0.0455 0.1128
H -3.536372 -0.271594 -4.175256 0.0637 -0.0429 0.1716
H -3.625572 1.257406 -1.271456 0.0454 -0.0634 0.0036
H -1.963672 1.165206 -0.741756 0.0596 -0.1459 -0.2288
H -4.114872 -0.970494 -0.293056 0.0784 0.0564 0.0272
H -3.353072 0.055806 0.928344 0.0121 -0.0618 -0.1043
H -2.410672 -1.205994 0.111144 -0.0073 0.1326 0.0173
H 0.463528 1.873406 -3.871756 -0.0516 -0.0878 0.1791
H 2.499228 2.699506 -2.674456 -0.0490 -0.0892 0.0860
H 3.060128 1.703606 -0.451256 -0.1326 0.0644 -0.0014
H -0.160972 -0.859494 -0.613056 -0.1666 0.3991 -0.0407
N 1.319928 -4.242494 -0.736056 -0.4858 0.7017 0.5205
C 2.371828 -3.213194 -0.390356 0.7440 -0.1214 -0.5522
C 1.698228 -2.034194 0.348944 -1.8391 -2.5838 -0.5731
O 0.508028 -2.362794 0.670344 1.5270 1.0789 0.2792
O 2.362328 -0.986394 0.480344 1.1423 -6.6955 -1.6269
H 1.589828 -5.211794 -0.584556 0.1208 0.1151 -0.3534
H 0.907028 -4.059994 -1.652156 0.2875 -0.3864 -0.0129
H 0.564128 -3.971794 -0.056756 0.0185 0.3224 0.2153
H 2.846828 -2.908794 -1.325556 0.1520 0.0379 0.2652
H 3.089028 -3.709194 0.269244 0.0432 0.2825 -0.0632
H 0.774128 1.497106 0.829844 0.3507 -0.9653 0.6569


Record 2
53
Properties=species:S:1:pos:R:3:forces:R:3 method="wB97M-V/def2-TZVPD" lumo_ev="-15.3 / -15.2" charge=+4 homo_lumo_gap_ev="4.356 / 4.361" multiplicity=3
I 1.058114 3.433100 2.484255 -0.6155 0.7570 -0.7274
I -0.275516 5.229454 0.805879 0.6100 -0.6648 0.8113
In -1.389049 2.025817 -1.719810 0.5044 1.6697 1.3332
Pr 0.270191 -0.057216 -0.125053 2.1473 0.9491 -0.8081
S -1.809786 1.794697 0.676478 1.3315 -0.8853 -1.2820
S 1.003925 2.353764 -1.100450 -1.8724 -0.6597 0.6271
C -0.947011 -1.693185 1.103572 -2.3918 -3.7867 2.7687
C -3.401003 1.009033 1.115330 -0.0372 0.6714 0.2721
C 2.220809 1.857437 -2.371027 -0.0992 0.9083 0.3472
C -4.318046 2.235892 1.014932 -0.0365 -0.4966 0.4823
C -3.869815 -0.159252 0.267829 0.1012 0.2610 0.2675
C -3.108180 0.618076 2.568284 -0.2799 0.2579 -0.2616
C 2.248228 3.227869 -3.056954 0.8248 -0.4935 -0.1944
C 1.907663 0.704229 -3.307527 0.0385 0.3079 0.2745
C 3.452949 1.615790 -1.503890 -0.0202 0.0171 -0.2656
C -3.544201 1.969796 -2.378955 -4.1191 0.2655 -1.6826
C -1.018995 2.346558 -3.945842 0.2217 0.8577 -4.3597
O -1.317408 -2.589032 1.674912 0.6014 1.3170 -0.8534
O -4.619952 1.993738 -2.730133 2.6560 -0.0872 0.9129
O -0.873590 2.549750 -5.051680 -0.3354 -0.5397 2.9356
H -4.453878 2.542571 -0.025665 -0.1722 0.0220 0.1633
H -3.881584 3.068849 1.580097 -0.3535 -0.1137 -0.0966
H -5.266308 1.942963 1.452517 -0.3939 0.3107 -0.0539
H -4.026352 0.129833 -0.777743 -0.1157 -0.2268 0.1820
H -4.832435 -0.457582 0.707145 0.1691 -0.1946 -0.3752
H -3.180863 -1.011411 0.323022 -0.2770 0.0715 -0.0724
H -2.400613 -0.213568 2.624671 -0.1800 0.0390 0.1178
H -4.059772 0.327374 3.004301 0.0025 -0.1200 0.3746
H -2.692850 1.475596 3.111080 -0.2030 -0.2340 0.1222
H 3.094671 3.194895 -3.723341 0.2464 0.5026 -0.5793
H 2.382397 4.008951 -2.298474 0.1247 -0.0187 -0.4515
H 1.321052 3.406941 -3.602899 0.1795 0.1353 -0.1163
H 2.765436 0.674138 -3.995149 -0.3682 -0.3514 -0.0556
H 0.991627 0.876208 -3.883966 0.2753 -0.1492 -0.0562
H 1.848122 -0.269009 -2.792378 0.1085 0.0568 -0.1379
H 4.303407 1.580040 -2.175252 0.4230 0.0599 0.0901
H 3.382706 0.669634 -0.966703 0.1571 0.1421 -0.3356
H 3.570723 2.413437 -0.762089 0.2498 -0.0120 -0.2372
N 4.808989 -4.989945 0.166958 -1.2621 0.8064 -0.6514
C 3.789734 -4.218157 -0.336378 1.0238 -2.7517 -0.6851
O 3.004839 -4.652836 -1.179124 0.4358 1.2827 1.0632
C 3.668847 -2.826140 0.179570 -0.6711 0.6982 0.1580
C 4.558748 -2.168401 1.049050 -0.1363 -0.3419 -0.2428
C 4.281469 -0.905448 1.569680 -0.1929 0.5328 0.4103
C 3.096265 -0.270861 1.246623 0.4963 -1.3487 -0.9892
N 2.304355 -0.885224 0.322155 -0.3181 -0.5247 0.6728
C 2.512927 -2.141637 -0.191563 0.6915 1.5035 1.1911
H 4.856316 -5.945036 -0.171036 0.0459 0.1388 0.0460
H 5.457305 -4.712112 0.878031 0.0762 0.0019 0.0949
H 5.478216 -2.669274 1.349713 -0.1477 0.2074 -0.0705
H 4.955100 -0.404065 2.251029 0.1651 -0.1958 0.0581
H 2.781026 0.706827 1.623347 0.1791 -0.2359 -0.0866
H 1.719197 -2.534872 -0.840170 0.5122 -0.3185 -0.0487


Record 3
54
Properties=species:S:1:pos:R:3:forces:R:3 method="wB97M-V/def2-TZVPD" lumo_ev="-6.0 / -6.0" charge=+1 homo_lumo_gap_ev="6.180 / 6.181"
Pd 0.127920 0.226894 0.918127 0.7406 -0.3226 -0.1493
C 1.408783 -0.626815 4.960462 -0.0061 0.0036 -0.0435
C 0.992799 0.519887 5.608907 -0.0042 0.0213 -0.0059
C 0.344692 1.520208 4.894007 0.0234 -0.0221 0.0195
C 0.123878 1.337617 3.545241 -0.0218 -0.0109 0.0220
N 0.529226 0.204603 2.933266 -0.1288 0.1617 -0.1186
C 1.160295 -0.755834 3.604187 0.0428 -0.0744 0.0509
C -0.552792 2.285116 2.647750 -0.0714 0.0922 -0.0204
C -0.923051 3.573028 3.023335 -0.0179 -0.0538 0.0244
C -1.617333 4.383940 2.142414 -0.0309 0.0270 -0.0425
C -1.958763 3.922293 0.877823 -0.0013 0.0242 0.0683
C -1.579572 2.651112 0.469778 0.0344 -0.1445 -0.0047
C -0.844388 1.866928 1.341311 -0.2040 0.1605 0.3023
H 1.910073 -1.427009 5.483811 0.0044 0.0049 0.0017
H 1.169230 0.643988 6.668862 -0.0055 -0.0046 0.0021
H 0.014015 2.423248 5.384707 -0.0036 -0.0059 0.0018
H 1.459081 -1.625170 3.041314 -0.0096 0.0190 -0.0258
H -0.679117 3.941536 4.010689 -0.0019 -0.0023 -0.0023
H -1.908009 5.379228 2.449584 0.0003 0.0000 -0.0060
H -2.519644 4.554746 0.203221 -0.0030 -0.0099 -0.0102
H -1.844615 2.288950 -0.510656 0.0173 0.0502 -0.0325
O 2.341531 -3.641410 0.234581 0.0094 -0.0689 0.2118
P 1.227221 -2.582878 -0.127932 -0.0876 -0.0907 0.0070
O 1.037830 -2.368887 -1.570341 -0.0758 0.0634 -0.0453
O 1.513616 -1.387251 0.775159 0.0093 0.0939 -0.2205
O -0.126955 -3.265149 0.517498 -0.1215 0.3167 -0.1230
P -1.154446 -2.509610 1.467741 0.1346 -0.0831 -0.0217
O -2.552670 -3.064549 0.989822 0.0767 -0.1092 -0.0221
O -0.863737 -2.621118 2.893505 0.0218 0.0330 0.0517
O -1.306764 -1.021715 0.886106 -0.5164 0.0839 0.0989
H 2.256278 -4.481363 -0.232219 0.0437 0.0456 -0.0876
H -3.026027 -3.510036 1.704597 -0.0265 0.0507 0.0190
C 1.439995 -1.267465 -4.781634 -0.0172 0.0058 0.0136
C 1.079585 0.156081 -4.384121 0.0153 0.0152 -0.0465
N 0.135395 0.210826 -3.258686 -0.0249 -0.0905 0.0159
C -1.278793 -0.048595 -3.564346 -0.0018 0.0062 -0.0147
C -1.756779 -1.459186 -3.237840 0.0396 -0.0050 -0.0222
C 0.535359 0.383960 -2.013184 0.0431 0.0448 0.0123
C 1.976337 0.662537 -1.719511 -0.0006 0.0278 0.0236
N -0.330330 0.418486 -1.012447 0.1285 -0.2689 0.0837
H 2.222597 -1.245783 -5.539688 -0.0030 -0.0026 -0.0011
H 0.581507 -1.788205 -5.204721 -0.0011 -0.0025 -0.0018
H 1.786251 -1.834171 -3.918011 0.0093 -0.0069 0.0112
H 0.609197 0.684862 -5.213626 0.0065 0.0121 0.0014
H 1.970001 0.721030 -4.123327 -0.0001 -0.0094 0.0074
H -1.401207 0.149274 -4.627828 -0.0106 0.0008 0.0042
H -1.881588 0.700704 -3.043967 0.0064 0.0080 0.0033
H -1.244550 -2.197483 -3.850676 0.0065 -0.0004 0.0061
H -2.826743 -1.524312 -3.435870 0.0081 -0.0133 0.0076
H -1.574019 -1.736764 -2.200912 -0.0024 -0.0208 0.0320
H 2.277662 1.616753 -2.152590 -0.0011 -0.0081 -0.0219
H 2.598786 -0.134324 -2.120527 0.0001 -0.0149 0.0089
H 2.156212 0.701529 -0.646305 -0.0053 -0.0170 -0.0121
H -1.233462 -0.004282 -1.186840 -0.0157 0.0909 -0.0102


Record 4
50
Properties=species:S:1:pos:R:3:forces:R:3 method="wB97M-V/def2-TZVPD" lumo_ev=0.6 homo_lumo_gap_ev=8.278
C -3.061479 -0.992682 -1.481854 0.4161 1.3287 -0.4605
C -2.865177 -0.287362 -0.133579 0.2250 0.8706 -1.6166
C -2.351297 -2.327834 -1.423261 0.8576 -1.5021 1.3661
C -0.876490 -2.296766 -0.938534 -0.7371 0.8695 0.1993
C 0.145500 -1.852452 -1.727263 -0.3871 -0.0428 -0.3313
C -0.309986 -2.403693 0.403723 -0.1416 -0.3190 -0.9547
C 1.069613 -2.024561 0.289775 -1.3836 -0.5424 0.0006
C -0.838707 -2.910154 1.600338 0.8818 1.1739 -0.0787
C 1.917406 -2.182406 1.371882 0.4241 0.2110 0.5792
C 0.038596 -3.001655 2.667051 -0.4458 -0.3590 0.1798
C 1.387703 -2.676178 2.553422 0.4152 0.3724 0.2826
C -1.707906 1.468656 1.019585 0.0625 -0.3502 -0.9196
C -2.319779 2.841330 0.886784 -0.2266 0.7649 0.3452
C -0.269561 1.614688 1.410583 1.3851 0.6945 0.3403
C 0.530070 2.235823 0.256448 0.0348 -0.1882 -0.3411
C 2.024707 2.352345 0.606611 -0.3006 0.7042 -1.4018
C 3.619733 1.005208 -0.727985 0.1688 3.7627 1.2764
H -2.229790 -0.738726 -3.333854 -0.0841 0.2160 -0.0223
H -2.991337 0.649309 -2.873067 -0.1685 -0.3767 0.4339
H -4.123811 -1.116697 -1.720679 0.0370 -0.2275 0.6865
H -2.296939 -2.718336 -2.430069 -0.3827 -0.4529 -0.3163
H -2.957464 -3.021272 -0.757569 0.7026 0.7069 -0.9406
H 0.126767 -1.713399 -2.801847 0.0870 0.2337 0.1845
H 2.189459 -1.336635 -1.383611 -0.2056 0.0781 0.2382
H -1.903085 -3.010154 1.712424 -0.2262 -0.4580 0.0383
H 2.960496 -1.903605 1.346245 0.1498 -0.0020 -0.2073
H -0.310229 -3.347721 3.626733 -0.1718 -0.0350 0.1390
H 2.020377 -2.732079 3.452336 -0.2567 -0.1038 -0.5808
H -1.286405 0.646798 -0.979306 -0.6437 0.3207 0.7644
H -2.338220 0.970819 1.723566 -0.1868 -0.2344 1.1500
H -0.199008 2.303979 2.267238 -0.1376 -0.1635 -0.2551
H 0.274734 0.720166 1.732417 -0.7137 -0.4066 -0.1159
H 0.427817 1.641694 -0.672799 0.1696 0.1318 0.3934
H 0.095178 3.216192 0.012318 0.3074 -0.0354 0.1401
H 2.478015 3.155496 -0.007769 -0.2730 -0.3645 0.5784
H 2.100598 2.587442 1.638976 0.1694 0.5247 1.0098
H 2.327396 0.302625 0.525644 -0.7771 -1.0606 0.4828
H 4.421132 -0.123951 -2.056551 0.8650 0.3331 -0.5858
H 4.705817 2.668873 -0.247050 -0.1964 -0.0893 -0.1958
H 4.947335 2.086675 -1.801805 -0.0255 -0.0009 0.0945
H -3.499678 3.876344 -0.173405 0.3078 -0.3117 -0.0320
N -2.459065 -0.151090 -2.538889 0.5950 -0.5295 -0.4322
N 1.282316 -1.629805 -1.008416 0.6464 -0.3747 -0.0563
N -1.895843 0.665463 -0.146889 0.3521 -0.8112 -0.9061
N 2.794436 1.153560 0.361943 0.5977 -0.0136 -0.4461
N 3.715261 -0.036313 -1.370894 -1.0242 -3.8550 -0.9085
N 4.293679 2.184901 -1.038903 0.5743 0.3612 -0.0136
O -3.571732 -0.502706 0.810289 -0.9846 -0.5914 1.3398
O -2.196555 3.668715 1.766245 -0.4775 -0.3411 -1.1286
O -3.034574 3.021153 -0.266728 0.1259 0.4844 1.0042


Record 5
56
Properties=species:S:1:pos:R:3:forces:R:3 method="wB97M-V/def2-TZVPD" lumo_ev=-3.3 charge=+1 homo_lumo_gap_ev=7.836
Co -0.644229 -0.341522 0.836401 0.5722 0.1614 -0.0654
N 0.545354 -1.461035 2.066957 -0.3247 -0.1153 -0.1313
C 1.380628 -0.568557 2.890679 0.0297 0.0010 0.0626
C 0.730631 0.801754 2.933396 -0.0682 0.0730 0.0384
O 1.208613 1.754817 3.502039 0.0144 -0.0931 0.0126
O -0.410156 0.851454 2.281492 0.2707 0.3026 -0.0692
H -0.145388 -1.935945 2.639006 0.1160 -0.1225 0.0544
H 1.089541 -2.182112 1.609611 0.0097 0.0080 0.0163
H 2.370319 -0.468084 2.453151 -0.0077 -0.0096 0.0023
H 1.495616 -0.942174 3.908148 -0.0144 -0.0068 -0.0022
B -1.737234 -3.348674 0.917885 -0.1418 0.2133 -0.0383
N -2.529291 -2.310995 1.775920 0.1189 0.0809 0.0935
C -3.579245 -2.474418 2.587039 0.0544 -0.0712 -0.0023
C -3.909663 -1.255281 3.150946 -0.0161 0.0459 -0.0014
C -2.992446 -0.360128 2.613524 -0.0429 0.0306 -0.0761
N -2.170587 -1.004287 1.784719 -0.2582 -0.1601 0.0309
N -1.724240 -2.708389 -0.491280 0.2295 0.1291 -0.0372
C -2.357515 -3.088047 -1.596044 0.0446 -0.0335 -0.0559
C -2.160185 -2.130719 -2.581591 -0.0526 -0.0553 -0.0113
C -1.394521 -1.159229 -1.965319 0.4953 -0.0258 0.0355
N -1.105542 -1.513656 -0.698463 -0.3196 -0.2832 -0.0098
H -2.298505 -4.403936 0.902857 -0.0957 0.0349 -0.0137
H -0.601062 -3.426305 1.299227 0.0599 -0.1845 0.0604
H -4.017930 -3.450627 2.707761 0.0051 0.0006 0.0018
H -4.704923 -1.044232 3.842813 -0.0018 0.0017 -0.0035
H -2.880860 0.698762 2.766910 -0.0132 0.0008 0.0068
H -2.905275 -4.015312 -1.610920 0.0129 -0.0063 -0.0023
H -2.535698 -2.132301 -3.589219 0.0087 -0.0066 0.0021
H -1.015455 -0.235637 -2.366230 -0.0375 0.0236 0.0159
S -1.793069 1.316219 -0.283480 -0.1752 0.0245 0.0892
C -0.934062 2.815588 -0.103272 -0.1348 -0.0506 -0.0372
N -0.475773 3.228720 1.092552 0.2484 -0.2501 0.0419
C 0.177260 4.385060 1.298403 -0.0068 0.0196 -0.0016
C 0.357553 5.261179 0.263713 -0.0009 -0.0020 0.0450
C -0.121992 4.893936 -0.997146 -0.0086 -0.0092 -0.0177
C -0.750258 3.682832 -1.185144 -0.0725 0.0661 0.0027
H -0.516838 2.518522 1.844152 -0.1053 0.0432 0.0447
H 0.529998 4.546334 2.306849 0.0123 0.0032 -0.0018
H 0.864499 6.199192 0.429716 0.0026 0.0002 -0.0100
H 0.016298 5.559559 -1.839248 -0.0072 0.0064 0.0032
H -1.108101 3.376767 -2.156916 -0.0030 0.0013 0.0014
C 3.454130 1.645957 -2.103891 -0.0128 0.0449 -0.0275
N 2.895102 0.319732 -2.248142 -0.0501 -0.0141 0.0441
C 3.438833 -0.616545 -3.232465 -0.0045 0.0185 -0.0230
C 2.614320 -1.890361 -2.991626 -0.0194 -0.0728 -0.0745
N 1.932258 -1.571653 -1.741526 -0.1460 -0.0939 0.1716
C 2.065098 -0.291743 -1.399732 0.0800 0.2180 0.1391
S 1.391402 0.499496 -0.041838 -0.0927 0.1777 -0.2841
H 4.505882 1.586210 -1.816530 -0.0049 -0.0010 0.0088
H 2.905281 2.188942 -1.339711 -0.0014 -0.0073 -0.0139
H 3.375607 2.180101 -3.050642 0.0100 -0.0102 -0.0086
H 4.506377 -0.767463 -3.058088 -0.0092 -0.0091 0.0362
H 3.307844 -0.217785 -4.237788 0.0281 -0.0115 -0.0028
H 3.240658 -2.771787 -2.874399 -0.0112 -0.0082 -0.0206
H 1.893810 -2.075445 -3.789800 0.0039 0.0339 0.0216
H 1.227132 -2.146723 -1.315416 -0.1663 -0.0514 -0.0402


no.,calculated total energy (eV)
1,-399163.5865
2,-86258.8639
3,-58878.8982
4,-33103.2478
5,-94022.6323